{
  "formula": "C37H31BaN12O3",
  "method": "ωB97M-V with the def2-TZVPD basis set",
  "symbols": ["Ba", "O", "C", "N", "C", "C", "C", "C", "C", "C", "N", "C", "C", "C", "C", "C", "N", "H", "H", "H", "H", "H", "H", "H", "H", "H", "H", "C", "N", "C", "N", "C", "N", "C", "C", "C", "C", "C", "C", "C", "N", "N", "C", "O", "C", "C", "C", "C", "C", "C", "N", "C", "N", "C", "N", "C", "H", "H", "H", "H", "H", "H", "H", "H", "H", "H", "H", "H", "H", "H", "H", "H", "O", "N", "C", "C", "C", "C", "C", "H", "H", "H", "H", "H"],
  "positions_angstrom": [[-2.425, -1.015, 0.611], [-4.856, 2.216, 2.552], [-4.201, 1.495, 1.783], [-3.981, 0.190, 1.876], [-4.523, -0.431, 3.066], [-3.620, -1.485, 3.654], [-3.606, -1.693, 5.032], [-2.860, -2.733, 5.553], [-2.135, -3.540, 4.684], [-2.173, -3.242, 3.337], [-2.892, -2.240, 2.824], [-3.525, 2.151, 0.592], [-3.557, 3.541, 0.520], [-2.930, 4.178, -0.533], [-2.322, 3.400, -1.511], [-2.358, 2.026, -1.370], [-2.916, 1.402, -0.333], [-5.470, -0.943, 2.833], [-4.760, 0.331, 3.814], [-4.182, -1.040, 5.674], [-2.846, -2.915, 6.620], [-1.555, -4.377, 5.048], [-1.620, -3.839, 2.617], [-4.076, 4.070, 1.307], [-2.918, 5.258, -0.599], [-1.837, 3.845, -2.369], [-1.928, 1.385, -2.133], [2.392, 0.270, 4.084], [1.077, 0.135, 3.480], [0.722, -0.489, 2.353], [-0.553, -0.270, 2.101], [-0.943, 0.521, 3.136], [0.017, 0.787, 3.993], [3.173, 1.417, 3.475], [3.482, 2.553, 4.211], [4.220, 3.577, 3.629], [4.649, 3.485, 2.320], [4.319, 2.360, 1.564], [3.583, 1.333, 2.152], [4.741, 2.243, 0.181], [5.704, 2.857, -0.428], [5.723, 2.402, -1.714], [4.775, 1.526, -1.826], [4.107, 1.376, -0.652], [4.377, 0.775, -3.000], [5.205, 0.726, -4.120], [4.801, 0.012, -5.232], [3.582, -0.653, -5.243], [2.743, -0.600, -4.134], [1.398, -1.306, -4.195], [0.847, -1.577, -2.889], [0.167, -0.740, -2.094], [-0.058, -1.306, -0.928], [0.516, -2.530, -1.077], [1.092, -2.723, -2.240], [3.148, 0.111, -3.017], [2.934, -0.665, 3.943], [2.230, 0.432, 5.147], [1.386, -1.084, 1.745], [-1.945, 0.906, 3.250], [3.147, 2.643, 5.236], [4.455, 4.458, 4.211], [5.237, 4.269, 1.862], [3.347, 0.457, 1.559], [6.155, 1.241, -4.091], [5.440, -0.038, -6.103], [3.278, -1.215, -6.117], [1.499, -2.258, -4.710], [0.673, -0.699, -4.740], [-0.126, 0.254, -2.390], [0.515, -3.283, -0.305], [2.526, 0.173, -2.135], [-2.900, -2.250, -1.094], [-2.912, -2.337, -2.441], [-3.570, -1.372, -3.183], [-3.456, -1.339, -4.541], [-2.675, -2.295, -5.228], [-2.058, -3.302, -4.449], [-2.189, -3.313, -3.092], [-4.153, -0.671, -2.602], [-3.983, -0.568, -5.088], [-2.580, -2.276, -6.303], [-1.477, -4.084, -4.920], [-1.733, -4.056, -2.455]],
  "lowdin_spin": [0.014, 0.000, 0.000, 0.001, 0.000, 0.000, 0.000, 0.000, 0.000, 0.000, 0.000, 0.000, 0.000, 0.000, 0.000, 0.002, 0.000, 0.000, 0.000, 0.000, 0.000, 0.000, 0.000, 0.000, 0.000, 0.000, 0.002, 0.000, 0.000, 0.000, 0.000, 0.000, 0.000, 0.000, 0.000, 0.000, 0.000, 0.000, 0.000, 0.000, 0.000, 0.000, 0.000, 0.000, 0.000, 0.000, 0.000, 0.000, 0.000, 0.001, 0.001, 0.000, 0.000, 0.001, 0.002, 0.000, 0.000, 0.000, 0.000, 0.000, 0.000, 0.000, 0.000, 0.000, 0.000, 0.000, 0.000, 0.000, 0.001, 0.000, 0.000, 0.000, 0.048, 0.270, 0.128, 0.053, 0.258, 0.061, 0.114, 0.013, -0.001, 0.020, -0.001, 0.010],
  "homo_lumo_gap_ev": [3.80, 7.03],
  "e_homo_ha": [-0.1517, -0.2704],
  "e_above_lowest_ev": 1.771,
  "s2": 0.7657,
  "spin_multiplicity": 2,
  "lumo_energy_ev": [-0.3, -0.3],
  "e_tot_ev": -63587.9813
}